# 1
C17H48CoF5N2O2PSSi4Te2 | ωB97M-V with the def2-TZVPD basis set

CARTESIAN COORDINATES (ANGSTROEM)
Co1 -0.073767 1.081704 0.380049
C1 3.956380 -0.265710 -0.324441
P1 2.636780 -0.760867 0.808919
C2 3.255392 -0.169710 2.381576
C3 2.682289 -2.547567 0.748694
O1 1.341874 -0.190569 0.228775
H1 4.880464 -0.803457 -0.092939
H2 4.145615 0.806968 -0.254599
H3 3.656992 -0.512871 -1.345476
H4 4.195115 -0.702551 2.562582
H5 2.571180 -0.362503 3.197600
H6 3.443289 0.900923 2.310447
H7 3.728815 -2.861928 0.769896
H8 2.217066 -2.876429 -0.181803
H9 2.151158 -2.974351 1.596518
C4 -2.270766 4.043170 -2.379159
Si1 -0.921779 5.270216 -2.036012
C5 -1.499416 7.025233 -1.774153
C6 0.398590 5.218248 -3.357930
Si2 0.209682 4.626450 0.010818
Te1 1.411865 2.665030 -0.951654
Si3 2.051837 5.747106 1.136189
C7 1.703840 7.562008 0.875154
C8 2.065615 5.184500 2.905501
C9 3.618514 5.289303 0.234026
Si4 -1.727782 4.785963 1.790913
C10 -1.246342 3.956390 3.351067
C11 -3.325425 4.297422 1.014704
C12 -1.629783 6.637123 1.979741
H10 -2.471086 3.988120 -3.454165
H11 -3.203220 4.301429 -1.870392
H12 -1.978161 3.043058 -2.042569
H13 -1.752278 7.477993 -2.739468
H14 -0.721285 7.641749 -1.312243
H15 -2.393178 7.072477 -1.143781
H16 0.056264 5.742272 -4.256258
H17 0.628153 4.183900 -3.634432
H18 1.330111 5.690900 -3.028235
H19 0.738797 7.867597 1.284268
H20 1.712293 7.804615 -0.192689
H21 2.479575 8.166112 1.359251
H22 1.379519 5.774005 3.519286
H23 3.067504 5.281427 3.332106
H24 1.765440 4.132165 2.967611
H25 3.529005 5.500492 -0.836950
H26 3.848563 4.224631 0.345406
H27 4.465565 5.863243 0.623561
H28 -0.885403 2.956219 3.149601
H29 -2.131570 3.859966 3.989841
H30 -0.471888 4.508193 3.885651
H31 -3.326154 3.235772 0.757993
H32 -3.546575 4.883446 0.120030
H33 -4.122876 4.474558 1.746431
H34 -0.712223 6.953936 2.482454
H35 -2.478460 6.939585 2.609607
H36 -1.711531 7.172677 1.028387
C13 -3.615736 -0.440307 -0.079384
N1 -2.685941 -1.421721 -0.641359
C14 -2.731485 -2.721543 0.030924
C15 -1.750243 -1.118238 -1.539126
S1 -1.240334 0.505090 -1.802486
N2 -1.214225 -2.147132 -2.249563
C16 -2.086609 -3.176358 -2.819488
C17 0.036265 -1.977617 -2.982856
H37 -4.636191 -0.777282 -0.274477
H38 -3.452806 0.530322 -0.528340
H39 -3.467663 -0.353532 0.992985
H40 -2.632776 -2.542648 1.102725
H41 -1.911213 -3.350282 -0.292848
H42 -3.679623 -3.229159 -0.151437
H43 -3.078433 -3.129494 -2.384623
H44 -1.674461 -4.172172 -2.653225
H45 -2.175422 -3.014609 -3.896426
H46 0.752712 -1.438642 -2.371667
H47 -0.109852 -1.431991 -3.917218
H48 0.428374 -2.969747 -3.209611
F1 0.554631 -1.538334 2.756196
Te2 -0.702090 -0.016363 3.108462
F2 0.808154 1.829222 2.055593
F3 -1.286203 2.435153 0.507590
F4 -1.689239 -1.523084 3.676508
F5 -2.463409 0.771858 3.422290
O2 -1.164478 -0.133769 1.343453

Atoms 1-6, force components in eV/Å:
-0.063 -0.483 -0.354
0.105 -0.172 -0.054
0.023 0.369 -0.797
-0.109 -0.049 0.067
-0.072 -0.035 0.230
0.762 -0.564 0.326

As for the expectation value of S²: 6.111. As for the net charge: +1. For the energy relative to the best compared isomer or geometry (same formula, charge and spin), the calculation gives 110.5 kcal/mol. As for the multiplicity: 5. The value obtained for the HOMO-LUMO gap (spin up / spin down) is 0.2286 / 0.1960 hartree.

Löwdin atomic charge list, values in e, 6 entries:
1. Co 0.1792
2. C -0.1782
3. P 0.6232
4. C -0.1594
5. C -0.1463
6. O -0.5159

***

# 2
C17H48F3N5O7S | ωB97M-V with the def2-TZVPD basis set

CARTESIAN COORDINATES (ANGSTROEM)
N1 3.352200 -13.388090 16.950430
H1 3.817410 -14.080140 16.380570
H2 3.638970 -12.447490 16.719900
H3 3.396740 -13.527260 17.949800
H4 2.438430 -13.526450 16.543020
C1 2.561440 -16.199810 13.205670
F1 1.558570 -15.747550 13.964620
F2 2.198440 -17.392980 12.744260
F3 2.836870 -15.367300 12.182870
S1 4.126780 -16.305160 14.379550
O1 4.020550 -15.099900 15.230040
O2 4.098900 -17.539670 15.177450
O3 5.264880 -16.222760 13.431080
C2 4.021570 -15.793260 18.990240
C3 3.344590 -14.877550 20.012460
C4 3.760860 -15.219510 21.479990
O4 3.415880 -16.527550 21.761280
C5 3.808140 -16.929470 23.027100
N2 3.515190 -13.485570 19.586040
H5 3.855740 -15.461270 17.965360
H6 3.519460 -16.756140 19.084340
H7 5.099500 -15.926540 19.081910
H8 2.284350 -15.130210 20.000470
H9 3.314470 -14.485060 22.150390
H10 4.833090 -15.060300 21.594320
H11 4.887260 -17.031060 23.142340
H12 3.183750 -17.801060 23.223500
H13 3.400980 -16.304330 23.821780
H14 2.914500 -12.838820 20.076940
H15 4.429880 -13.197860 19.903330
C6 6.218630 -11.010730 15.804850
C7 4.917520 -10.730870 15.071860
C8 4.597210 -11.722990 13.950710
O5 3.690550 -11.169410 13.011860
C9 2.883020 -12.060810 12.215510
N3 3.942940 -10.666200 16.089060
H16 6.230630 -12.053370 16.122410
H17 6.384020 -10.330240 16.640130
H18 7.058060 -10.856970 15.126750
H19 4.955780 -9.766290 14.565680
H20 4.292290 -12.674410 14.386510
H21 5.425240 -11.825400 13.249300
H22 2.578490 -11.655280 11.250670
H23 1.892190 -12.384530 12.534210
H24 3.390910 -13.003940 12.013880
H25 3.153090 -10.321060 15.562640
H26 4.114630 -9.877330 16.695940
C10 7.426910 -14.486900 17.806780
C11 7.677230 -15.312270 16.534700
C12 7.253680 -16.805680 16.640490
O6 8.215400 -17.653920 17.116910
C13 8.764190 -17.413460 18.400070
N4 7.043890 -14.681160 15.418680
H27 7.825660 -13.524730 17.485340
H28 7.952930 -14.776270 18.716540
H29 6.402950 -14.168660 18.002560
H30 8.745040 -15.354150 16.319920
H31 7.067690 -17.206300 15.643990
H32 6.256750 -16.855690 17.078360
H33 8.042310 -16.978270 19.091150
H34 9.618010 -16.737990 18.346810
H35 8.995570 -18.375530 18.857240
H36 7.095260 -15.275180 14.603450
H37 6.043540 -14.725930 15.550580
C14 -0.009750 -13.569650 18.198670
C15 0.086490 -14.414130 16.952750
C16 -1.166840 -15.008920 16.454800
O7 -0.917370 -15.846430 15.350420
C17 -2.139430 -16.238410 14.762860
N5 0.697680 -13.581650 15.919270
H38 -0.656590 -12.716130 17.995670
H39 0.867140 -13.140430 18.683380
H40 -0.453670 -14.089300 19.047790
H41 0.755560 -15.209310 17.281610
H42 -1.808970 -14.212650 16.078340
H43 -1.705030 -15.517040 17.254960
H44 -2.971680 -16.432380 15.439500
H45 -1.911820 -17.034600 14.054080
H46 -2.493120 -15.370670 14.206070
H47 0.275400 -12.687510 15.713570
H48 0.541740 -14.175410 15.117250

Atoms 1-6, force components in eV/Å:
-0.038 0.218 -1.010
1.094 -0.520 -0.155
0.301 0.917 -0.228
-0.020 -0.014 0.950
-1.539 0.340 -0.044
1.598 -0.366 1.387

For the energy relative to the best compared isomer or geometry (same formula, charge and spin), the calculation gives 2.4 kcal/mol. As for the multiplicity: 1. The value obtained for the HOMO-LUMO gap is 0.3057 hartree.

Löwdin atomic charge list, values in e, 6 entries:
1. N 0.2427
2. H 0.0128
3. H 0.0610
4. H 0.0123
5. H 0.0537
6. C -0.6098

***

# 3
C17H48F3O11SSn | ωB97M-V with the def2-TZVPD basis set

CARTESIAN COORDINATES (ANGSTROEM)
Sn1 2.195554 -3.578366 -2.673859
C1 -0.653676 0.368964 -1.474519
F1 -1.819336 -0.340716 -1.566379
F2 -0.092056 0.308594 -2.645209
F3 -0.963056 1.659274 -1.225289
S1 0.500124 -0.489086 -0.212539
O1 -0.272496 -0.894586 0.957931
O2 0.974424 -1.676326 -0.960549
O3 1.482544 0.572444 0.073921
C2 -3.683066 2.978604 -1.826499
C3 -4.257066 4.133054 -2.722869
O4 -5.280706 4.896304 -2.164149
H1 -3.007296 3.328934 -1.046309
H2 -3.073046 2.350794 -2.475969
H3 -4.421336 2.358204 -1.318389
H4 -4.609376 3.855604 -3.716349
H5 -3.500226 4.889924 -2.928859
H6 -5.095096 5.255604 -1.293479
C4 3.085434 -1.056996 3.033021
C5 4.476794 -0.781276 2.432901
O5 4.325224 -1.141936 1.056171
H7 3.087864 -1.008676 4.121941
H8 2.760754 -2.067526 2.784971
H9 2.303854 -0.395196 2.659851
H10 5.184454 -1.434816 2.943001
H11 4.683974 0.288234 2.469281
H12 4.434534 -0.358796 0.511791
C6 0.067274 -2.129076 4.484971
C7 -1.326416 -2.600566 3.980381
O6 -1.422546 -2.826886 2.613791
H13 0.457114 -1.309266 3.881631
H14 0.750704 -2.977286 4.445431
H15 0.071014 -1.743596 5.504531
H16 -2.087986 -1.827116 4.079801
H17 -1.701936 -3.360626 4.665511
H18 -0.861676 -2.165356 2.202201
C8 -3.603596 -0.689216 1.229831
C9 -3.129936 0.684454 1.526611
O7 -1.868796 0.733864 2.256001
H19 -3.801476 -1.307926 2.105131
H20 -3.062356 -1.221586 0.447691
H21 -4.544506 -0.560116 0.694931
H22 -3.963026 1.178544 2.026541
H23 -3.089676 1.234564 0.586471
H24 -1.209116 0.177754 1.835101
C10 0.780654 2.130004 3.296651
C11 0.868474 3.161854 2.173901
O8 2.059184 2.867174 1.565031
H25 1.640454 2.267084 3.952431
H26 0.765594 1.166524 2.787171
H27 -0.200796 2.339714 3.721961
H28 0.738494 4.130514 2.656501
H29 0.072654 2.976714 1.452441
H30 1.866024 2.100404 1.020641
C12 0.263464 -5.461736 1.632991
C13 -0.322196 -4.515606 0.540171
O9 -0.252456 -5.031286 -0.788879
H31 0.216374 -4.845016 2.530511
H32 1.245044 -5.896866 1.445201
H33 -0.415126 -6.284386 1.858501
H34 0.296154 -3.617996 0.532481
H35 -1.374486 -4.250546 0.642771
H36 -0.522196 -5.927996 -0.577349
C14 5.372974 2.663934 -2.067649
C15 4.289934 2.434984 -1.143739
O10 3.574414 1.274364 -1.483259
H37 5.825844 1.691634 -2.261659
H38 6.036004 3.485434 -1.796309
H39 4.937604 3.028404 -2.998079
H40 3.663314 3.326534 -1.119609
H41 4.686614 2.089364 -0.189119
H42 2.980384 1.163074 -0.737379
C16 -1.753866 0.299064 -5.575289
C17 -1.124486 -0.367926 -6.783739
O11 -1.956696 -0.278676 -7.880499
H43 -1.406356 1.331624 -5.609459
H44 -1.439266 -0.166756 -4.641409
H45 -2.840746 0.336934 -5.648589
H46 -1.107366 -1.425136 -6.518959
H47 -0.105536 -0.062916 -7.022089
H48 -1.798866 0.556714 -8.326389

Atoms 1-6, force components in eV/Å:
-1.674 1.403 2.205
-1.893 -0.018 0.738
0.951 0.526 0.436
1.007 -0.033 -1.051
0.714 -1.559 0.426
0.151 2.525 1.827

As for the net charge: +1. For the energy relative to the best compared isomer or geometry (same formula, charge and spin), the calculation gives 87.5 kcal/mol. As for the multiplicity: 1. The value obtained for the HOMO-LUMO gap is 0.0723 hartree.

Löwdin atomic charge list, values in e, 6 entries:
1. Sn 1.7941
2. C -0.6010
3. F 0.1078
4. F 0.1482
5. F 0.1470
6. S 0.6238

***

Here are the calculated calculated total energy numbers, same order: -5252.1218; -2174.6366; -2415.6679 (Ha).